Computed, not measured: a molecular structure, C16H16F4NO6S2, with the ωB97M-V functional and the def2-TZVPD basis.

Kohn-Sham gap	7.5	eV
relative energy (zero: lowest compared OMol25 entry of this formula, charge and spin)	0.000	eV
net charge	-1
highest occupied orbital energy	-6.433	eV
DFT total energy	-63169.13440	eV

Cartesian coordinates (Å):
O (-0.5446, -2.1409, 0.6393)
C (0.3133, -1.3138, 0.4907)
C (1.6848, -1.5170, 0.9841)
C (2.6642, -0.7493, 0.5097)
C (2.4477, 0.2671, -0.5315)
O (3.3839, 0.6255, -1.2110)
C (1.0634, 0.7776, -0.6833)
C (0.7433, 2.0115, -1.2751)
C (1.7841, 2.9756, -1.8067)
C (1.9989, 4.1653, -0.8639)
C (2.8088, 3.8407, 0.3621)
F (2.2109, 2.8615, 1.1334)
C (-0.5980, 2.3900, -1.3519)
C (-1.6369, 1.5900, -0.8709)
C (-3.0489, 2.0856, -1.0290)
C (-4.1378, 1.1584, -0.4688)
C (-5.4880, 1.7663, -0.7329)
F (-6.5024, 0.9082, -0.3523)
C (-1.3063, 0.3737, -0.2865)
C (0.0286, -0.0161, -0.1862)
H (1.9163, -2.2796, 1.7073)
H (3.6843, -0.8888, 0.8280)
H (2.7164, 2.4848, -2.0369)
H (1.3932, 3.3681, -2.7449)
H (2.5657, 4.9217, -1.4083)
H (1.0488, 4.6254, -0.6081)
H (3.8052, 3.5119, 0.0760)
H (2.9086, 4.7311, 0.9830)
H (-0.8436, 3.3374, -1.8145)
H (-3.2374, 2.2407, -2.0912)
H (-3.1569, 3.0648, -0.5626)
H (-4.0558, 0.1941, -0.9597)
H (-3.9820, 1.0536, 0.5994)
H (-5.5847, 2.6845, -0.1513)
H (-5.6115, 2.0267, -1.7823)
H (-2.0831, -0.2646, 0.0979)
N (1.2751, -5.6796, 1.3296)
S (1.7421, -5.6195, 2.8391)
O (2.7684, -6.5429, 3.2042)
O (0.7240, -5.3458, 3.8018)
F (2.5353, -4.2212, 2.7611)
S (0.4675, -6.9737, 0.9281)
O (0.3498, -7.0826, -0.4896)
O (-0.6888, -7.2510, 1.7178)
F (1.4745, -8.1555, 1.3063)

Atomic partial charges in e from the Löwdin method, atoms 1 to 2:
1 O 0.145
2 C -0.334